The following is a quantum chemistry calculation of a 8-piece molecular cluster, C32H57N7O8S overall in a non-equilibrium geometry, from the Open Molecules 2025 dataset.

Geometry (Å):
C: 5.376 -0.686 1.040
O: 4.713 0.560 0.903
C: 3.724 0.513 -0.126
C: 3.161 1.890 -0.338
N: 2.289 2.349 0.813
H: 1.853 3.225 0.519
H: 1.495 1.645 0.812
C: 2.860 2.508 2.163
C: 3.989 3.482 2.167
O: 3.558 4.662 1.548
C: 4.524 5.685 1.634
H: 4.674 -1.517 1.167
H: 6.050 -0.638 1.892
H: 5.987 -0.912 0.154
H: 2.937 -0.198 0.147
H: 4.168 0.171 -1.070
H: 2.483 1.899 -1.186
H: 3.969 2.617 -0.401
H: 3.193 1.530 2.497
H: 2.027 2.803 2.804
H: 4.862 3.039 1.674
H: 4.246 3.676 3.218
H: 4.172 6.526 1.034
H: 5.491 5.362 1.239
H: 4.625 6.077 2.653
C: -4.676 3.382 -2.324
O: -3.898 3.012 -1.223
C: -4.426 3.434 -0.014
C: -3.936 2.535 1.117
N: -3.857 1.127 0.695
H: -4.680 0.911 0.131
H: -2.977 0.956 0.123
C: -3.874 0.180 1.864
C: -3.640 -1.204 1.334
O: -4.601 -1.384 0.313
C: -4.360 -2.558 -0.460
H: -4.728 4.473 -2.423
H: -5.676 2.933 -2.288
H: -4.180 3.000 -3.213
H: -5.527 3.353 -0.039
H: -4.157 4.470 0.227
H: -4.671 2.585 1.920
H: -2.964 2.832 1.494
H: -4.833 0.319 2.360
H: -3.074 0.519 2.521
H: -3.772 -1.953 2.125
H: -2.623 -1.308 0.935
H: -5.265 -2.783 -1.014
H: -4.124 -3.386 0.214
H: -3.526 -2.394 -1.138
S: -0.179 0.155 -0.513
O: 0.592 0.323 0.772
O: -0.527 -1.274 -0.676
O: -1.405 0.978 -0.417
O: 0.659 0.629 -1.617
N: -0.644 1.307 3.034
C: -0.871 0.484 4.097
C: -1.558 1.200 5.048
C: -1.793 2.490 4.506
C: -1.210 2.528 3.265
H: -0.235 0.993 2.146
H: -0.499 -0.529 4.088
H: -1.819 0.831 6.025
H: -2.355 3.289 4.963
H: -1.184 3.288 2.502
N: 1.470 -2.049 2.052
C: 2.228 -2.076 3.190
C: 2.177 -3.349 3.705
C: 1.322 -4.099 2.860
C: 0.934 -3.279 1.828
H: 1.340 -1.186 1.530
H: 2.786 -1.201 3.483
H: 2.722 -3.674 4.576
H: 1.077 -5.142 2.980
H: 0.350 -3.443 0.939
N: 2.707 -0.642 -2.993
C: 3.803 -0.356 -3.757
C: 4.538 -1.507 -3.883
C: 3.886 -2.503 -3.109
C: 2.774 -1.932 -2.552
H: 1.988 0.026 -2.738
H: 3.888 0.623 -4.199
H: 5.392 -1.659 -4.521
H: 4.230 -3.519 -3.004
H: 1.991 -2.340 -1.933
N: -0.465 -3.901 -1.727
C: -0.223 -4.257 -3.022
C: -0.372 -5.608 -3.134
C: -0.780 -6.097 -1.854
C: -0.836 -5.018 -1.024
H: -0.494 -2.955 -1.352
H: 0.086 -3.508 -3.734
H: -0.192 -6.140 -4.052
H: -0.936 -7.130 -1.594
H: -1.160 -4.979 0.003
N: -2.126 -0.719 -3.064
C: -3.451 -0.474 -3.282
C: -3.589 0.022 -4.551
C: -2.288 0.078 -5.128
C: -1.416 -0.390 -4.179
H: -1.665 -1.122 -2.256
H: -4.174 -0.721 -2.521
H: -4.492 0.317 -5.062
H: -2.030 0.431 -6.112
H: -0.350 -0.532 -4.229

The total energy comes out at -2636.8865 Eh. Its spin multiplicity is 1. As for the charge: 0. The largest force on an atom is 1.241 eV/A. Its molecular weight is 699.92 u.